Molecular formula: C10H11N2O2S
Method: DFT, ωB97M-V/def2-TZVPD

Properties
* HOMO energy: -3.89 eV
* multiplicity: 1
* net charge: -1
* Kohn-Sham gap: 7.180 eV
* ΔE to the lowest compared entry with this formula, charge and spin: 145.33 kJ/mol

Structure (XYZ):
```
26
C10H11N2O2S (ωB97M-V/def2-TZVPD)
C -1.252 -2.396 -0.539
C -2.285 -1.582 -0.269
C 0.078 -1.919 -0.207
C -0.887 -0.030 0.842
C -2.141 -0.440 0.478
C 0.274 -0.762 0.489
C 1.846 0.643 -1.235
C 0.855 1.787 -1.355
C -3.335 0.439 0.775
C 1.578 -0.198 0.681
N 2.660 0.066 -1.935
N 3.061 2.008 1.104
O -0.126 1.277 -1.971
O 1.116 2.936 -1.019
S 1.882 1.005 1.892
H -1.270 -3.332 -0.971
H -3.389 -2.022 -0.366
H 1.036 -2.454 -0.504
H -0.872 0.849 1.372
H -3.256 0.831 1.757
H -3.318 1.281 -0.003
H -4.201 -0.231 0.661
H 2.562 -0.782 0.844
H 3.231 -0.743 -1.643
H 3.641 1.242 0.714
H 2.512 2.527 0.409
```

Molecular formula: C10H11N2S
Method: DFT, ωB97M-V/def2-TZVPD

Properties
* HOMO energy: -11.58 eV
* multiplicity: 1
* net charge: +1
* SMILES: CC1=[NH+]C2=CC=C[C@@]23C=CS[C@H]3N1
* Kohn-Sham gap: 7.897 eV
* ΔE to the lowest compared entry with this formula, charge and spin: 175.43 kJ/mol

Structure (XYZ):
```
24
C10H11N2S (ωB97M-V/def2-TZVPD)
C -0.875 2.883 -0.413
C 0.388 2.344 -0.557
C -1.647 1.865 0.128
C 1.215 1.124 1.101
C 2.312 0.372 1.229
C 0.441 0.950 -0.152
C -1.069 0.700 0.245
C 1.310 -0.282 -0.989
C -0.639 -1.689 -0.070
C -1.040 -3.075 -0.027
N 0.514 -1.527 -0.717
N -1.387 -0.664 0.411
S 2.877 -0.367 -0.194
H -1.111 3.923 -0.570
H 1.281 2.887 -1.011
H -2.709 1.916 0.171
H 0.853 1.688 1.959
H 2.943 0.473 2.085
H -1.940 -3.150 0.678
H -1.446 -3.250 -1.097
H -0.209 -3.848 0.196
H 0.741 -2.364 -1.278
H 1.350 -0.032 -2.048
H -2.154 -0.876 0.922
```

Molecular formula: C10H11N3O2
Method: DFT, ωB97M-V/def2-TZVPD

Properties
* HOMO energy (alpha / beta): -5.33 / -9.44 eV
* multiplicity: 3
* ⟨S²⟩: 2.02
* Kohn-Sham gap (alpha / beta): 5.954 / 6.400 eV
* ΔE to the lowest compared entry with this formula, charge and spin: 251.37 kJ/mol

Structure (XYZ):
```
26
C10H11N3O2 (ωB97M-V/def2-TZVPD)
C -3.585 -0.180 0.730
C -2.180 -0.570 0.831
C -3.749 1.057 0.079
C -1.690 1.035 -0.866
C -1.246 0.035 -0.009
C 2.131 0.368 -0.689
C 0.174 -1.903 -0.194
C 2.294 0.188 0.803
C 0.142 -0.400 -0.032
C 3.231 0.818 -1.584
N -2.899 1.495 -0.833
N 0.942 0.055 -1.066
N 0.944 0.008 1.319
O 0.305 -2.656 0.904
O 0.025 -2.410 -1.251
H -4.367 -0.325 1.504
H -1.822 -1.385 1.354
H -4.635 1.650 0.040
H -1.151 1.407 -1.671
H 2.987 -0.738 1.019
H 2.780 1.045 1.226
H 3.207 0.043 -2.304
H 4.041 0.874 -0.917
H 3.008 1.773 -2.018
H 0.477 -2.246 1.812
H 0.635 0.963 1.814
```

Molecular formula: C10H11NO2
Method: DFT, ωB97M-V/def2-TZVPD

Properties
* HOMO energy: -9.11 eV
* multiplicity: 1
* Kohn-Sham gap: 9.467 eV
* ΔE to the lowest compared entry with this formula, charge and spin: 520.53 kJ/mol

Structure (XYZ):
```
24
C10H11NO2 (ωB97M-V/def2-TZVPD)
C -2.934 -1.082 -0.047
C -2.063 -2.155 -0.039
C -2.429 0.210 -0.025
C -0.694 -1.948 -0.021
C -1.064 0.421 0.001
C -0.177 -0.657 -0.015
C 1.146 1.051 -2.070
C 1.804 0.599 -1.017
C 1.727 0.508 1.704
C 1.281 -0.373 -0.015
N 2.143 -1.567 -0.081
O 2.967 -1.760 0.778
O 1.978 -2.274 -1.048
H -4.000 -1.245 -0.068
H -2.447 -3.164 -0.051
H -3.105 1.053 -0.029
H -0.043 -2.807 -0.042
H -0.673 1.426 0.030
H 1.596 1.757 -2.746
H 0.142 0.734 -2.300
H 2.822 0.919 -0.833
H 2.745 0.217 1.898
H 1.591 1.559 1.504
H 1.013 0.102 2.401
```

Molecular formula: C10H11NO2
Method: DFT, ωB97M-V/def2-TZVPD

Properties
* HOMO energy: -8.07 eV
* multiplicity: 1
* SMILES: CC(=O)N/C=C\c1ccccc1O
* Kohn-Sham gap: 8.686 eV
* ΔE to the lowest compared entry with this formula, charge and spin: 146.59 kJ/mol

Structure (XYZ):
```
24
C10H11NO2 (ωB97M-V/def2-TZVPD)
C 1.741 -2.431 -1.952
C 1.276 -1.725 -0.688
C -0.050 -1.872 1.217
C -0.285 -0.632 1.663
C -0.463 0.632 0.999
C -0.335 1.815 1.712
C -0.554 3.053 1.110
C -0.901 3.132 -0.267
C -1.101 1.948 -0.997
C -0.887 0.704 -0.327
H 1.573 -3.502 -1.965
H 1.125 -2.024 -2.756
H 2.747 -2.209 -2.157
H 0.215 -3.414 -0.121
H -0.157 -2.643 1.970
H -0.404 -0.673 2.749
H -0.075 1.793 2.733
H -0.408 3.969 1.684
H -1.009 4.144 -0.736
H -1.340 1.966 -2.084
H -0.348 -0.417 -1.768
N 0.352 -2.406 0.020
O 1.682 -0.598 -0.439
O -1.061 -0.389 -1.124
```

Molecular formula: C10H12AlCaI2
Method: DFT, ωB97M-V/def2-TZVPD

Properties
* HOMO energy: -11.53 eV
* multiplicity: 1
* net charge: +1
* Kohn-Sham gap: 6.263 eV
* ΔE to the lowest compared entry with this formula, charge and spin: 41.77 kJ/mol

Structure (XYZ):
```
26
C10H12AlCaI2 (ωB97M-V/def2-TZVPD)
C 2.460 -0.792 1.319
C 2.709 -1.250 -0.101
I 3.697 -3.132 -0.328
C 2.338 -0.482 -1.122
I 2.806 -1.279 -3.148
Al 1.424 1.357 -0.989
C 0.125 1.557 0.509
C -1.107 0.661 0.406
C -1.268 -0.353 -0.517
C -2.440 -1.081 -0.543
C -3.459 -0.849 0.332
C -3.323 0.176 1.260
C -2.154 0.891 1.286
H 2.397 0.289 1.427
H 3.316 -1.116 1.923
H 1.593 -1.337 1.707
H 2.585 2.435 -0.832
H 0.731 1.637 -2.444
H 0.547 1.436 1.512
H -0.238 2.596 0.464
H -0.465 -0.580 -1.225
H -2.585 -1.895 -1.252
H -4.377 -1.426 0.339
H -4.087 0.431 1.987
H -2.054 1.697 2.010
Ca 0.828 0.409 -3.977
```

Molecular formula: C10H12AlO5
Method: DFT, ωB97M-V/def2-TZVPD

Properties
* HOMO energy (alpha / beta): -18.61 / -18.61 eV
* multiplicity: 1
* net charge: +3
* Kohn-Sham gap (alpha / beta): 4.032 / 4.031 eV

Structure (XYZ):
```
28
C10H12AlO5 (ωB97M-V/def2-TZVPD)
Al -0.221 0.720 1.216
C 0.012 2.393 2.604
O 0.498 3.326 3.088
C 0.067 2.107 -0.856
O 0.011 3.149 -1.322
C -2.215 0.507 0.250
O -3.318 0.381 -0.024
C 1.798 0.344 0.503
O 2.940 0.353 0.402
C -0.068 -2.385 -2.536
H 0.879 -2.858 -2.077
H -1.104 -2.735 -2.160
C 0.035 -1.296 -3.353
H -0.910 -0.807 -3.741
H 1.055 -0.929 -3.686
C -0.911 -2.399 3.576
C 0.103 -3.281 2.844
C 0.560 -2.475 1.633
O -0.392 -1.262 1.567
C -1.458 -1.421 2.572
H -1.685 -2.976 4.079
H -0.389 -1.835 4.353
H -0.371 -4.222 2.531
H 0.945 -3.553 3.492
H 1.581 -2.097 1.732
H 0.481 -3.061 0.713
H -2.354 -1.750 2.056
H -1.657 -0.461 3.040
```

Molecular formula: C10H12BN5O9Sn
Method: DFT, ωB97M-V/def2-TZVPD

Properties
* HOMO energy: -3.23 eV
* multiplicity: 1
* net charge: -2
* Kohn-Sham gap: 7.257 eV
* ΔE to the lowest compared entry with this formula, charge and spin: 0.00 kJ/mol

Structure (XYZ):
```
38
C10H12BN5O9Sn (ωB97M-V/def2-TZVPD)
Sn 0.189 0.267 -2.144
O 4.272 0.389 -0.378
C 3.046 0.292 -0.401
O 2.326 0.190 -1.454
C 2.326 0.285 0.946
C 3.122 0.331 2.056
C 2.586 0.338 3.348
C 1.227 0.299 3.537
C 0.393 0.238 2.441
C 0.889 0.241 1.080
O 0.087 0.224 0.099
N -1.038 0.190 2.741
O -1.831 -0.113 1.868
O -1.402 0.557 3.854
N 3.461 0.379 4.504
O 2.961 0.362 5.622
O 4.666 0.431 4.317
H 4.191 0.364 1.907
H 0.811 0.303 4.530
N -2.979 -1.170 -1.063
N -2.233 0.060 -1.078
H -3.031 -1.497 -0.104
H -2.413 -1.849 -1.554
H -1.780 0.200 -0.179
H -2.888 0.817 -1.215
C -2.625 3.468 -3.645
C -1.338 3.519 -2.811
O -1.054 4.580 -2.246
O -0.683 2.417 -2.777
H -2.832 4.448 -4.075
H -3.455 3.200 -2.986
H -2.547 2.712 -4.427
B -0.426 -4.932 -1.597
C -0.329 -3.393 -1.963
N -0.307 -2.266 -2.227
H 0.509 -5.208 -0.868
H -1.492 -5.099 -1.027
H -0.383 -5.574 -2.632
```

> Among the records above, which one has the highest multiplicity?

C10H11N3O2

Please write out number 2 again, unchanged.
Molecular formula: C10H11N2S
Method: DFT, ωB97M-V/def2-TZVPD

Properties
* HOMO energy: -11.58 eV
* multiplicity: 1
* net charge: +1
* SMILES: CC1=[NH+]C2=CC=C[C@@]23C=CS[C@H]3N1
* Kohn-Sham gap: 7.897 eV
* ΔE to the lowest compared entry with this formula, charge and spin: 175.43 kJ/mol

Structure (XYZ):
```
24
C10H11N2S (ωB97M-V/def2-TZVPD)
C -0.875 2.883 -0.413
C 0.388 2.344 -0.557
C -1.647 1.865 0.128
C 1.215 1.124 1.101
C 2.312 0.372 1.229
C 0.441 0.950 -0.152
C -1.069 0.700 0.245
C 1.310 -0.282 -0.989
C -0.639 -1.689 -0.070
C -1.040 -3.075 -0.027
N 0.514 -1.527 -0.717
N -1.387 -0.664 0.411
S 2.877 -0.367 -0.194
H -1.111 3.923 -0.570
H 1.281 2.887 -1.011
H -2.709 1.916 0.171
H 0.853 1.688 1.959
H 2.943 0.473 2.085
H -1.940 -3.150 0.678
H -1.446 -3.250 -1.097
H -0.209 -3.848 0.196
H 0.741 -2.364 -1.278
H 1.350 -0.032 -2.048
H -2.154 -0.876 0.922
```

> What is the formula in the seventh record?

C10H12AlO5